DFT (ωB97M-V/def2-TZVPD) results for a structure of composition C22H32BN7Zn.

Element x y z (Å)
1 C 3.226 0.235 -0.547
2 N 1.959 0.062 -0.974
3 N 1.977 0.119 -2.358
4 C 3.239 0.292 -2.781
5 C 4.070 0.376 -1.665
6 B 0.643 0.197 -3.159
7 N -0.343 -0.961 -2.805
8 N -0.684 -1.250 -1.489
9 C -1.636 -2.207 -1.527
10 C -1.891 -2.550 -2.863
11 C -1.077 -1.722 -3.630
12 Zn 0.196 -0.227 0.021
13 N -0.069 1.455 -2.572
14 N -0.388 1.443 -1.219
15 C -1.014 2.604 -0.961
16 C -1.089 3.368 -2.139
17 C -0.477 2.604 -3.131
18 H -1.385 2.840 0.030
19 H -0.277 2.783 -4.179
20 H -1.512 4.346 -2.263
21 H 0.874 0.236 -4.330
22 H -0.942 -1.610 -4.695
23 H 3.425 0.355 -3.843
24 H -2.547 -3.313 -3.229
25 H 5.132 0.513 -1.679
26 H -2.096 -2.603 -0.628
27 H 3.473 0.268 0.511
28 H -2.875 -0.294 1.488
29 C -2.596 -1.132 2.135
30 H -3.457 -1.805 2.255
31 H -1.748 -1.649 1.667
32 H -2.285 -0.773 3.125
33 C 0.762 -0.646 6.625
34 C 0.665 -0.054 5.247
35 C 0.317 1.287 5.061
36 C 0.291 1.861 3.783
37 C 0.018 3.333 3.644
38 C 0.505 1.054 2.668
39 C 0.765 -0.344 2.802
40 C 0.926 -0.838 4.128
41 N 0.823 -1.123 1.673
42 C 1.462 -2.454 1.696
43 C 2.884 -2.401 2.263
44 C 0.601 -3.464 2.455
45 C 1.604 -3.035 0.289
46 H 1.572 -0.192 7.210
47 H -0.165 -0.497 7.190
48 H 0.957 -1.720 6.557
49 H 0.095 1.923 5.919
50 H -0.906 3.598 4.174
51 H 0.828 3.930 4.087
52 H -0.080 3.625 2.591
53 H 0.477 1.491 1.658
54 H 1.242 -1.865 4.303
55 H 2.931 -2.156 3.328
56 H 3.327 -3.396 2.132
57 H 3.497 -1.682 1.703
58 H 1.146 -4.416 2.492
59 H -0.349 -3.619 1.925
60 H 0.371 -3.179 3.484
61 H 0.632 -3.132 -0.203
62 H 2.263 -2.425 -0.335
63 H 2.040 -4.037 0.394

Output
2S+1: 1
Net charge: +2



DFT (ωB97M-V/def2-TZVPD) results for a structure of composition C22H32ClGeMoNO4S2SbSe.

Element x y z (Å)
1 Mo -0.141 0.811 0.505
2 S 0.671 1.063 2.847
3 C 2.144 0.833 2.005
4 N 2.053 0.659 0.697
5 C 3.285 0.701 0.079
6 C 3.545 0.522 -1.282
7 C 4.849 0.610 -1.735
8 C 5.907 0.862 -0.864
9 C 5.668 1.045 0.490
10 C 4.363 0.972 0.946
11 S 3.773 1.195 2.579
12 H 2.719 0.332 -1.952
13 H 5.046 0.479 -2.792
14 H 6.919 0.916 -1.243
15 H 6.480 1.245 1.177
16 O -1.397 -0.890 -2.198
17 Cl -0.745 0.318 -2.610
18 O -1.612 1.444 -2.512
19 O -0.281 0.171 -3.956
20 O 0.427 0.534 -1.752
21 C 0.836 4.360 -1.682
22 Sb 0.109 3.421 0.108
23 C 1.335 4.519 1.507
24 C -1.652 4.615 0.331
25 H 0.787 5.444 -1.580
26 H 0.202 4.034 -2.506
27 H 1.862 4.051 -1.878
28 H 1.227 5.596 1.374
29 H 2.383 4.242 1.383
30 H 1.025 4.240 2.514
31 H -1.444 5.655 0.078
32 H -1.999 4.550 1.361
33 H -2.423 4.216 -0.328
34 C -1.187 -5.157 0.771
35 Ge 0.314 -4.540 -0.355
36 C -0.358 -4.296 -2.184
37 C 1.801 -5.847 -0.203
38 C 0.955 -2.751 0.209
39 Se -0.605 -1.618 0.624
40 C -0.635 -2.068 2.529
41 H -1.675 -6.019 0.312
42 H -1.913 -4.349 0.842
43 H -0.867 -5.442 1.774
44 H -1.050 -5.090 -2.466
45 H 0.451 -4.260 -2.913
46 H -0.887 -3.343 -2.206
47 H 1.481 -6.843 -0.515
48 H 2.133 -5.900 0.834
49 H 2.646 -5.545 -0.822
50 H 1.450 -2.265 -0.633
51 H 1.626 -2.728 1.067
52 H -0.760 -3.140 2.671
53 H -1.476 -1.517 2.943
54 H 0.285 -1.722 2.992
55 C -2.002 0.955 0.514
56 C -3.417 0.970 0.504
57 C -4.130 0.079 -0.328
58 C -5.510 0.087 -0.352
59 C -6.232 0.979 0.435
60 C -5.548 1.864 1.259
61 C -4.167 1.858 1.302
62 H -3.557 -0.600 -0.946
63 H -6.043 -0.600 -1.000
64 H -7.314 0.980 0.405
65 H -6.102 2.565 1.874
66 H -3.630 2.539 1.951

Output
2S+1: 1
Net charge: -1
Energy above the lowest of the compared OMol25 structures with the same formula, charge and spin (kcal/mol): 21.4



DFT (ωB97M-V/def2-TZVPD) results for a structure of composition C22H32F6N5O5S2Zn.

Element x y z (Å)
1 Zn -1.037 1.082 -0.980
2 C 4.047 -0.387 -1.368
3 N 2.777 0.314 -1.405
4 C 2.823 1.589 -1.325
5 C 1.782 2.567 -1.273
6 C 2.141 3.921 -1.215
7 C 0.970 4.663 -1.192
8 C -0.063 3.738 -1.230
9 N 0.389 2.463 -1.273
10 C 4.432 -0.827 0.033
11 C 3.454 -1.082 0.988
12 C 3.799 -1.487 2.268
13 C 5.134 -1.645 2.614
14 C 6.117 -1.391 1.669
15 C 5.767 -0.985 0.389
16 H 4.863 0.223 -1.781
17 H 3.953 -1.276 -2.000
18 H 3.814 2.068 -1.301
19 H 3.154 4.298 -1.210
20 H 0.870 5.736 -1.135
21 H -1.116 3.952 -1.236
22 H 2.416 -0.932 0.724
23 H 3.020 -1.664 2.999
24 H 5.406 -1.957 3.614
25 H 7.163 -1.494 1.933
26 H 6.545 -0.779 -0.338
27 F -5.513 3.834 0.673
28 C -4.761 3.605 -0.409
29 F -4.360 4.788 -0.897
30 F -5.515 3.010 -1.334
31 S -3.261 2.602 0.048
32 O -2.666 2.347 -1.267
33 O -2.557 3.526 0.886
34 N -3.955 1.377 0.718
35 S -3.297 -0.070 0.424
36 O -2.678 -0.269 -0.898
37 O -3.156 -1.045 1.476
38 C -4.976 -0.718 -0.207
39 F -5.930 -0.834 0.731
40 F -4.825 -1.948 -0.754
41 F -5.463 0.083 -1.178
42 C 0.232 1.875 2.120
43 C -0.913 0.866 2.212
44 C -0.354 -0.500 2.630
45 C -1.932 1.330 3.260
46 O -1.480 0.767 0.901
47 H 0.720 1.974 3.092
48 H -0.154 2.847 1.810
49 H 0.974 1.543 1.388
50 H 0.238 -0.397 3.542
51 H 0.290 -0.897 1.841
52 H -1.168 -1.203 2.792
53 H -1.447 1.411 4.234
54 H -2.748 0.611 3.322
55 H -2.341 2.295 2.979
56 C -1.791 -3.867 -2.552
57 C -0.631 -3.134 -1.880
58 C 0.703 -3.679 -2.394
59 C -0.732 -3.335 -0.358
60 N -0.742 -1.726 -2.302
61 N -0.094 -0.781 -1.452
62 H -1.699 -4.941 -2.394
63 H -1.791 -3.669 -3.626
64 H -2.742 -3.529 -2.133
65 H 0.818 -4.735 -2.136
66 H 1.535 -3.125 -1.952
67 H 0.751 -3.571 -3.478
68 H -0.922 -4.387 -0.141
69 H -1.555 -2.749 0.059
70 H 0.198 -3.064 0.149
71 H -1.720 -1.473 -2.313
72 H 0.884 -0.637 -1.710
73 H -0.095 -1.114 -0.487

Output
2S+1: 1
Net charge: -1
Energy above the lowest of the compared OMol25 structures with the same formula, charge and spin (kcal/mol): 23.0



Number 1: total energy -82844.0318 eV. Number 2: total energy -197455.9411 eV. Number 3: total energy -127416.8623 eV.